[1]
Here is C28H38CoN4OP2 as an isolated structure from the OMol25 dataset. Energies are from the ωB97M-V functional and the def2-TZVPD basis.

Summary:
Spin multiplicity: 4
Frontier orbital gap (alpha / beta), eV: 6.27 / 7.99
Energy, eV: -93859.96644
E_HOMO (alpha / beta), eV: -6.3155 / -8.3551

XYZ file:
```
74
C28H38CoN4OP2 the ωB97M-V functional and the def2-TZVPD basis
Co 0.186 -0.117 3.470
P -1.375 -0.701 1.734
P 1.549 -0.469 1.702
O -0.393 -0.178 5.204
N -2.834 -1.619 2.022
N 2.594 0.819 1.166
N 2.756 -1.703 2.028
N -2.091 0.558 0.662
C 1.013 1.920 -4.896
C 4.060 2.069 -0.040
C 4.296 -2.895 3.197
C -2.952 -2.371 3.196
C 2.411 2.156 1.531
C -2.827 2.623 0.093
C -2.442 0.534 -0.692
C -3.905 -1.974 1.190
C -1.146 2.367 -6.259
C -4.686 -2.917 1.841
C -2.329 1.849 1.128
C -2.095 1.906 -5.186
C 2.885 -2.955 1.422
C -2.895 1.798 -1.068
C -0.032 -0.285 -5.646
C 1.621 0.630 4.617
C 0.918 0.597 -4.881
C 3.301 2.945 0.810
C 3.817 -3.715 2.124
C -1.380 -0.515 -4.921
C 0.834 -1.020 0.161
C 3.653 -1.668 3.105
C -0.237 -0.093 6.591
C 0.203 2.892 -5.709
C -0.524 -1.681 0.453
C -2.189 0.705 -4.617
C 3.609 0.774 0.199
C -4.077 -3.170 3.110
H 1.674 2.423 2.265
H -1.131 -1.814 -0.457
H 2.484 1.003 4.067
H 1.632 0.005 -4.288
H 4.822 2.375 -0.742
H -0.381 -2.688 0.878
H 1.491 -1.705 -0.379
H 4.098 -4.735 1.916
H 1.809 2.415 -4.323
H -0.467 -1.064 7.082
H 0.815 0.195 6.816
H -3.229 2.085 -2.054
H 0.707 -0.152 -0.500
H 1.955 -0.179 5.273
H 1.269 1.414 5.298
H 3.929 -0.160 -0.232
H 2.319 -3.212 0.550
H -1.967 -1.227 -5.526
H 3.385 4.017 0.870
H -5.588 -3.391 1.456
H -1.631 3.235 -6.739
H 3.761 -0.783 3.716
H -1.167 -1.031 -3.971
H -2.335 -0.360 -1.290
H -0.913 0.665 7.046
H -2.987 0.522 -3.890
H -4.029 -1.524 0.210
H -0.008 3.771 -5.079
H -2.125 2.091 2.160
H -4.432 -3.872 3.857
H -0.971 1.629 -7.053
H 0.455 -1.273 -5.703
H -3.120 3.663 0.149
H 0.791 3.270 -6.565
H -0.205 0.038 -6.680
H -2.807 2.697 -4.912
H -2.215 -2.252 3.976
H 5.014 -3.188 3.959
```

Here are the Mulliken charges for atoms 1 to 8, given in e: number 1, Co, carries 0.284; number 2, P, carries -0.252; number 3, P, carries 0.633; number 4, O, carries -0.751; number 5, N, carries 0.425; number 6, N, carries 0.521; number 7, N, carries 0.601; number 8, N, carries 0.478

[2]
Here is C27H21LaN6O4 as an isolated structure from the OMol25 dataset. Energies are from the ωB97M-V functional and the def2-TZVPD basis.

Summary:
Frontier orbital gap, eV: 6.69
Energy, eV: -46332.23380
E_HOMO, eV: -7.3795

XYZ file:
```
59
C27H21LaN6O4 the ωB97M-V functional and the def2-TZVPD basis
La -1.009 0.467 -0.123
O -1.713 -0.568 -1.933
O -3.235 -0.986 -3.530
O -8.027 2.825 -1.578
O -7.671 1.379 -3.284
N 1.228 -0.328 0.288
N -1.166 -0.540 2.250
N -3.409 1.210 -0.724
N -0.318 -1.528 2.594
N 1.565 2.127 -1.387
N 0.314 2.436 -0.970
C 1.124 -4.528 1.005
C -2.922 -0.404 -2.534
C 4.788 0.584 0.815
C -4.228 2.069 -0.106
C 1.047 -6.016 1.190
C 1.195 -1.707 0.587
C -5.500 2.345 -0.558
C -5.965 1.714 -1.705
C 4.916 1.786 0.128
C 1.773 2.647 -2.615
C 1.916 -2.603 -0.220
C 0.428 -2.284 1.617
C 0.630 3.298 -3.017
C 2.590 1.536 -0.535
C 6.195 2.572 0.135
C -1.232 -0.820 4.473
C 0.392 -3.668 1.800
C -1.714 -0.100 3.378
C 1.898 -3.963 -0.011
C -3.852 0.582 -1.837
C -0.262 3.126 -1.956
C -5.112 0.813 -2.346
C 3.595 -0.109 0.857
C 3.787 2.245 -0.534
C -7.375 2.004 -2.251
C -0.340 -1.718 3.927
C 2.438 0.327 0.193
H 3.822 3.186 -1.070
H -3.834 2.552 0.785
H -5.471 0.317 -3.238
H 0.293 -2.470 4.367
H 0.463 3.802 -3.952
H 3.546 -1.029 1.424
H 2.500 -2.183 -1.029
H 1.045 -6.292 2.244
H 7.057 1.915 0.252
H 6.223 3.294 0.954
H 1.892 -6.513 0.715
H -0.245 -4.065 2.582
H -2.430 0.707 3.349
H -6.167 3.040 -0.063
H 0.137 -6.422 0.743
H -1.482 -0.704 5.512
H 5.644 0.184 1.348
H -1.288 3.446 -1.849
H 6.328 3.128 -0.794
H 2.475 -4.609 -0.661
H 2.723 2.494 -3.098
```

Here are the Mulliken charges for atoms 1 to 8, given in e: number 1, La, carries 1.622; number 2, O, carries -0.463; number 3, O, carries -0.581; number 4, O, carries -0.724; number 5, O, carries -0.703; number 6, N, carries -0.518; number 7, N, carries -0.657; number 8, N, carries -0.378

[3]
Here is an isolated ion of composition C4H13N2 and charge +1 from the OMol25 dataset. Energies are from the ωB97M-V functional and the def2-TZVPD basis.

Summary:
Net charge: +1
SMILES string: CNC[C@H](C)[NH3+]
Frontier orbital gap, eV: 9.56
Energy, eV: -7330.06756
E_HOMO, eV: -13.0267

XYZ file:
```
19
C4H13N2 the ωB97M-V functional and the def2-TZVPD basis
N 0.267 -1.522 -0.352
N -1.281 1.855 0.915
C 0.888 0.602 1.476
C 0.027 1.037 0.163
C 0.970 -1.886 -1.709
C -0.566 -0.203 -0.539
H -1.789 1.289 1.639
H 0.503 1.704 -0.648
H -0.426 -2.162 -0.158
H 1.810 -1.227 -1.826
H -1.946 2.022 0.211
H 0.324 -0.198 2.037
H -0.860 2.540 1.420
H 1.747 -0.101 1.272
H -1.556 -0.583 -0.157
H 0.175 -1.580 -2.490
H -0.581 -0.069 -1.634
H 1.222 1.421 2.256
H 1.070 -2.938 -1.877
```

Here are the natural (NBO) charges for atoms 1 to 8, given in e: number 1, N, carries -0.606; number 2, N, carries -0.707; number 3, C, carries -0.698; number 4, C, carries 0.002; number 5, C, carries -0.412; number 6, C, carries -0.311; number 7, H, carries 0.438; number 8, H, carries 0.258

[4]
Here is a 2-piece molecular cluster, C6H9N overall from the OMol25 dataset. Energies are from the ωB97M-V functional and the def2-TZVPD basis.

Summary:
Frontier orbital gap, eV: 6.69
Energy, eV: -7853.44231
E_HOMO, eV: -7.2338

XYZ file:
```
16
C6H9N the ωB97M-V functional and the def2-TZVPD basis
N 0.373 -1.552 -0.639
C -0.248 1.660 0.532
C -1.036 -1.660 -0.279
C -1.530 -0.505 0.222
C 2.246 0.059 -0.610
C -0.327 0.374 0.161
C 0.832 -0.358 -0.392
H 2.343 1.145 -0.549
H -3.810 1.242 1.721
H 2.620 -0.259 -1.588
H -1.482 -2.633 -0.458
H -1.131 2.150 0.931
H 2.898 -0.374 0.157
H -3.352 0.761 1.364
H 0.665 2.249 0.453
H 0.939 -2.298 -1.027
```

Here are the natural (NBO) charges for atoms 1 to 8, given in e: number 1, N, carries -0.449; number 2, C, carries -0.191; number 3, C, carries -0.227; number 4, C, carries -0.293; number 5, C, carries -0.670; number 6, C, carries -0.182; number 7, C, carries 0.308; number 8, H, carries 0.235

[5]
Here is a 2-piece molecular cluster, CH4NO2Si overall from the OMol25 dataset. Energies are from the ωB97M-V functional and the def2-TZVPD basis.

Summary:
Net charge: -1
Frontier orbital gap (alpha / beta), eV: 4.57 / 6.98
Energy, eV: -14561.90532
E_HOMO (alpha / beta), eV: -2.6296 / -3.7301

XYZ file:
```
9
CH4NO2Si the ωB97M-V functional and the def2-TZVPD basis
Si -0.207 -0.679 -0.090
O -0.831 -2.679 -1.446
O -1.143 -3.126 0.794
N 1.555 3.023 0.448
C -0.738 -2.562 -0.217
H -1.443 0.081 -0.010
H 0.971 3.772 0.723
H 1.650 2.474 1.319
H 0.186 -0.305 -1.520
```

Here are the natural (NBO) charges for atoms 1 to 8, given in e: number 1, Si, carries 0.340; number 2, O, carries -0.681; number 3, O, carries -0.711; number 4, N, carries -0.620; number 5, C, carries 0.554; number 6, H, carries -0.233; number 7, H, carries 0.274; number 8, H, carries 0.292

[6]
Here is a 5-piece molecular cluster, C35H37FNO9 overall from the OMol25 dataset. Energies are from the ωB97M-V functional and the def2-TZVPD basis.

Summary:
Net charge: +1
Frontier orbital gap, eV: 7.80
Energy, eV: -59518.60290
E_HOMO, eV: -11.9542

XYZ file:
```
83
C35H37FNO9 the ωB97M-V functional and the def2-TZVPD basis
F -3.144 1.522 2.056
O 1.086 -0.676 -2.013
O -0.063 -1.946 7.788
O 2.107 -7.216 -1.412
O -0.513 1.806 -6.338
O 3.181 2.688 -5.533
O 1.566 -3.062 -4.654
O -2.250 5.247 -9.971
O 1.073 4.067 0.916
O -3.491 -0.488 11.553
N 1.473 -0.584 1.051
C -0.806 -0.255 9.248
C -1.853 4.460 -9.142
C -0.677 -0.995 2.109
C -1.666 0.112 10.195
C -0.517 0.553 1.856
C -2.121 3.321 0.853
C 1.569 0.100 -2.832
C 1.247 -3.952 -2.499
C 1.656 0.943 -5.122
C 0.676 -1.682 1.715
C 3.146 1.915 -3.312
C -1.889 -2.545 9.149
C 2.294 -5.286 -4.385
C -0.161 3.836 -7.477
C 1.796 1.944 1.585
C 1.693 -4.016 -3.913
C -2.506 1.855 0.877
C 1.984 -6.268 -2.156
C -1.157 -1.410 3.521
C -2.606 3.217 -8.835
C -0.295 -0.825 4.651
C -2.749 -2.180 10.096
C 1.191 2.948 0.627
C -2.707 -0.821 10.694
C -0.595 4.700 -8.390
C 1.381 -4.996 -1.685
C -0.850 -1.612 8.652
C 2.617 1.070 -2.434
C 2.429 -6.330 -3.571
C -2.169 2.354 -7.922
C 2.703 1.917 -4.733
C 1.130 0.100 -4.235
C 1.021 0.624 1.804
C -0.915 2.598 -7.174
C -1.357 0.871 0.586
H 2.865 -7.266 -3.896
H -1.374 -1.523 1.459
H 2.613 -5.312 -5.419
H -0.804 -1.010 5.592
H -2.199 -1.097 3.582
H 1.245 -0.379 0.071
H -0.040 0.411 8.871
H -0.775 1.297 -0.235
H -1.536 3.492 -0.052
H -1.904 -3.531 8.701
H -1.839 -0.008 0.168
H 2.044 2.428 2.524
H 3.913 2.631 -3.043
H -2.703 1.443 -7.683
H 1.062 -4.971 -0.651
H 2.926 1.052 -1.394
H -0.180 0.254 4.531
H 0.679 -1.312 4.651
H 0.500 -2.358 0.884
H 2.766 1.666 1.140
H -2.977 3.987 0.820
H -3.228 1.707 0.068
H -0.889 1.145 2.687
H -1.457 3.536 1.692
H 0.811 -3.015 -2.176
H -3.520 3.058 -9.393
H 0.366 -0.616 -4.502
H -3.514 -2.847 10.472
H 1.354 0.956 -6.151
H -0.059 5.610 -8.627
H 2.482 -0.584 1.203
H 0.883 2.653 -0.399
H -1.130 -2.500 3.569
H -1.649 1.098 10.643
H 1.281 0.382 2.840
H 1.267 -2.092 2.525
H 0.755 3.993 -6.918
```

Here are the Mulliken charges for atoms 1 to 8, given in e: number 1, F, carries -0.369; number 2, O, carries -0.550; number 3, O, carries -0.573; number 4, O, carries -0.529; number 5, O, carries -0.453; number 6, O, carries -0.544; number 7, O, carries -0.484; number 8, O, carries -0.520

[7]
Here is a 2-piece molecular cluster, C21H11F4NO2 overall from the OMol25 dataset. Energies are from the ωB97M-V functional and the def2-TZVPD basis.

Summary:
Frontier orbital gap, eV: 4.08
Energy, eV: -38407.69744
E_HOMO, eV: -7.7521

XYZ file:
```
39
C21H11F4NO2 the ωB97M-V functional and the def2-TZVPD basis
F 4.888 -0.914 -2.346
F -4.590 -0.927 -2.351
F 3.242 3.527 -2.355
F -2.958 3.519 -2.348
O 1.092 -2.876 1.245
O -1.302 0.947 1.572
N -0.079 -0.911 0.981
C 0.148 -0.238 -2.196
C -2.730 2.186 -2.319
C -3.548 -0.066 -2.316
C 1.731 1.716 -2.294
C -0.710 -0.882 5.578
C -2.257 -0.538 -2.265
C 0.471 -2.506 4.249
C -3.785 1.296 -2.341
C -0.708 -0.076 1.854
C 0.026 -2.054 5.477
C -1.015 -0.140 4.452
C -0.568 -0.595 3.224
C 0.460 -1.940 1.694
C 1.444 0.337 -2.247
C -1.149 0.334 -2.240
C 4.075 1.306 -2.352
C 2.554 -0.533 -2.261
C 0.163 -1.760 3.124
C 3.018 2.193 -2.340
C 3.843 -0.057 -2.316
C -1.442 1.713 -2.267
H -2.110 -1.603 -2.263
H -0.683 2.459 -2.230
H -1.048 -0.549 6.547
H 0.149 -1.313 -2.117
H -4.792 1.668 -2.361
H 2.410 -1.598 -2.245
H 5.081 1.680 -2.372
H 1.043 -3.414 4.155
H 0.252 -2.619 6.369
H 0.968 2.459 -2.291
H -1.585 0.772 4.515
```

Here are the natural (NBO) charges for atoms 1 to 8, given in e: number 1, F, carries -0.296; number 2, F, carries -0.298; number 3, F, carries -0.300; number 4, F, carries -0.299; number 5, O, carries -0.636; number 6, O, carries -0.651; number 7, N, carries -0.697; number 8, C, carries 0.227

[8]
Here is a 2-piece molecular cluster, C5H6O2 overall from the OMol25 dataset. Energies are from the ωB97M-V functional and the def2-TZVPD basis.

Summary:
SMILES string: C#CCC=O.C=O
Frontier orbital gap, eV: 10.76
Energy, eV: -9373.34939
E_HOMO, eV: -9.9935

XYZ file:
```
13
C5H6O2 the ωB97M-V functional and the def2-TZVPD basis
O 1.458 -0.298 1.773
O -1.794 -0.902 1.074
C 0.820 0.441 1.062
C -0.927 -1.702 0.806
C 0.872 0.336 -0.436
C -0.925 1.558 -1.979
C -0.151 0.992 -1.251
H -1.596 2.098 -2.617
H 0.099 -1.569 1.167
H 0.309 1.347 1.420
H 1.134 -0.661 -0.814
H -1.098 -2.587 0.172
H 1.798 0.948 -0.375
```

Here are the natural (NBO) charges for atoms 1 to 8, given in e: number 1, O, carries -0.543; number 2, O, carries -0.506; number 3, C, carries 0.453; number 4, C, carries 0.260; number 5, C, carries -0.595; number 6, C, carries -0.198; number 7, C, carries -0.033; number 8, H, carries 0.242

Question: The highest energy belongs to which entry?
Answer: C4H13N2